1.
C44H56N7O4P3SSr | ωB97M-V/def2-TZVPD

- F_max (eV/Å) = 6.92
- ΔE to the lowest compared entry with this formula, charge and spin (kJ/mol) = 613.02
- spin multiplicity = 1
- HOMO-LUMO gap (eV) = 4.3
- total charge = -2

The geometry in XYZ format:
```
116
C44H56N7O4P3SSr (ωB97M-V/def2-TZVPD)
Sr 0.637 -0.306 0.399
C 1.381 -1.186 3.037
C 0.783 -0.117 3.647
C 1.429 1.215 3.757
C 2.240 1.403 2.433
C 2.894 0.235 1.963
C 2.591 -1.026 2.316
P 2.591 2.922 1.523
C 2.981 4.183 2.891
C 3.839 5.273 2.619
C 4.080 6.285 3.543
C 3.363 6.272 4.733
C 2.367 5.250 4.909
C 2.233 4.207 4.038
C 0.863 3.574 1.125
C 0.528 4.952 0.880
C -0.716 5.301 0.394
C -1.641 4.350 0.057
C -1.366 3.040 0.432
C -0.144 2.541 0.906
H 0.799 -2.082 2.911
H -0.248 -0.236 4.046
H 2.071 1.322 4.636
H 3.534 0.224 1.165
H 3.044 -1.850 1.745
H 4.423 5.276 1.721
H 4.904 6.834 3.248
H 3.510 7.090 5.384
H 1.619 5.281 5.674
H 1.364 3.522 4.261
H 1.235 5.677 1.144
H -0.807 6.387 0.184
H -2.584 4.682 -0.292
H -2.034 2.205 0.157
C -3.593 1.694 -2.222
N -2.258 2.083 -2.781
C -2.232 2.555 -4.099
C -1.142 1.450 -2.235
N -0.981 0.372 -1.569
N -0.007 2.258 -2.470
C 1.291 2.053 -1.971
N 1.840 3.327 -1.841
N 1.855 0.912 -1.751
H -3.580 0.752 -1.650
H -4.342 1.585 -3.026
H -3.997 2.257 -1.360
H -3.271 3.264 -4.390
H -2.126 1.719 -4.944
H -1.611 3.387 -4.271
H -1.730 -0.147 -1.264
H -0.063 3.121 -2.953
H 1.479 3.627 -0.877
H 2.796 3.478 -1.578
H 2.791 1.028 -1.347
S 2.599 -5.069 -0.807
C 2.025 -3.486 -0.817
N 1.700 -2.429 -0.637
O -3.431 -1.308 -0.517
C -2.629 -2.039 0.089
O -1.399 -1.829 0.238
C -3.247 -3.478 0.587
C -2.887 -3.981 1.910
C -3.431 -5.196 2.274
C -4.272 -5.797 1.387
C -4.563 -5.399 0.128
C -4.034 -4.195 -0.333
N -5.568 -6.118 -0.593
O -5.766 -5.743 -1.779
O -5.984 -7.189 -0.096
H -2.316 -3.296 2.581
H -3.112 -5.687 3.178
H -4.742 -6.715 1.719
H -3.975 -3.848 -1.384
C -4.674 -0.395 -6.868
P -4.333 -1.411 -5.531
C -4.390 -3.091 -6.047
C -5.755 -1.430 -4.337
C -5.661 -1.221 -2.964
C -6.821 -1.406 -2.179
C -8.075 -1.224 -2.735
C -8.143 -1.156 -4.145
C -7.049 -1.429 -4.955
H -6.087 -0.280 -7.558
H -3.730 -0.696 -7.474
H -4.311 0.496 -6.751
H -4.481 -3.778 -5.193
H -3.346 -3.686 -6.764
H -5.128 -3.379 -6.670
H -4.794 -1.195 -2.400
H -6.697 -1.300 -1.188
H -9.017 -1.193 -2.242
H -9.064 -1.058 -4.564
H -7.247 -1.360 -6.025
C 5.852 0.944 3.552
C 7.203 0.319 3.059
P 7.294 -1.456 2.433
C 6.443 -1.369 0.860
C 6.826 -2.525 -0.122
C 6.008 -2.255 3.507
C 6.178 -3.821 3.524
H 5.833 2.013 3.771
H 5.475 0.526 4.519
H 5.029 0.629 2.901
H 8.000 0.497 3.738
H 7.423 0.983 2.218
H 6.691 -0.411 0.375
H 5.328 -1.415 0.939
H 6.519 -2.350 -1.203
H 6.334 -3.496 0.091
H 7.883 -2.789 -0.067
H 4.924 -2.003 3.322
H 6.198 -1.851 4.609
H 5.421 -4.326 2.876
H 6.023 -4.237 4.553
H 7.221 -4.103 3.160
H 0.853 2.018 3.862
```


2.
C44H57Cl3N7O4Si2TeTl | ωB97M-V/def2-TZVPD

- F_max (eV/Å) = 0.83
- spin multiplicity = 1
- HOMO-LUMO gap (eV) = 5.5
- total charge = -2

The geometry in XYZ format:
```
119
C44H57Cl3N7O4Si2TeTl (ωB97M-V/def2-TZVPD)
Tl -0.324 0.793 -0.223
C -1.642 1.829 3.157
N -1.622 2.993 2.267
C -2.889 3.493 1.804
C -3.724 2.716 0.824
N -3.661 1.461 0.503
C -4.658 1.272 -0.448
C -5.037 0.126 -1.135
C -6.088 0.217 -2.030
C -6.759 1.426 -2.248
C -6.392 2.581 -1.579
C -5.336 2.480 -0.683
N -4.728 3.384 0.159
C -0.324 1.007 3.192
N -0.362 -0.240 2.477
C 0.330 -1.107 3.249
C 0.821 -2.392 2.975
C 1.529 -3.090 3.960
C 1.773 -2.551 5.213
C 1.290 -1.261 5.515
C 0.595 -0.584 4.547
N -0.038 0.658 4.575
H -2.437 1.123 2.902
H -1.812 2.181 4.180
H -0.974 2.824 1.504
H -2.693 4.466 1.340
H -3.522 3.677 2.682
H -4.515 -0.808 -0.981
H -6.392 -0.664 -2.582
H -7.576 1.459 -2.958
H -6.898 3.522 -1.762
H -4.872 4.377 0.176
H 0.670 -2.834 1.999
H 1.900 -4.084 3.733
H 2.339 -3.106 5.952
H 1.474 -0.811 6.486
H 0.325 1.373 5.176
Cl -0.048 8.702 -3.021
C 0.232 7.110 -2.337
C -0.840 6.263 -2.109
C -0.609 5.005 -1.590
Cl -1.967 3.959 -1.305
C 0.690 4.484 -1.266
O 0.909 3.330 -0.809
C 1.727 5.446 -1.513
Cl 3.360 4.960 -1.146
C 1.521 6.706 -2.038
H -1.850 6.578 -2.330
H 2.361 7.365 -2.208
N 1.982 1.171 -3.166
C 3.243 1.021 -2.696
C 4.351 1.446 -3.415
C 5.655 1.202 -2.965
C 5.893 0.535 -1.794
C 4.797 0.101 -1.013
C 4.958 -0.574 0.219
C 3.865 -0.959 0.939
C 2.586 -0.660 0.432
N 2.397 -0.043 -0.708
C 3.469 0.341 -1.446
H 1.200 0.962 -2.568
H 1.805 1.833 -3.898
H 4.190 1.979 -4.345
H 6.488 1.550 -3.566
H 6.903 0.345 -1.449
H 5.960 -0.763 0.590
H 3.958 -1.466 1.891
H 1.696 -0.918 1.000
O -0.839 -1.367 -3.730
C -1.239 -0.180 -3.816
O -1.141 0.755 -2.992
H -1.776 0.070 -4.768
C 2.837 2.642 1.993
C 1.712 2.705 3.024
C 1.116 4.113 3.056
C 2.321 2.376 4.397
O 0.773 1.746 2.518
H 3.599 3.397 2.200
H 2.430 2.808 0.995
H 3.295 1.649 2.015
H 1.852 4.829 3.433
H 0.226 4.143 3.688
H 0.827 4.407 2.045
H 3.263 2.920 4.486
H 2.526 1.308 4.492
H 1.685 2.704 5.225
C 0.353 -4.640 -4.107
Si 1.713 -4.034 -2.959
C 3.091 -5.337 -2.874
C 2.435 -2.442 -3.619
C 1.023 -3.840 -1.221
Te -0.794 -2.659 -1.246
C -1.517 -3.614 0.603
Si -3.013 -4.700 0.412
C -2.800 -5.892 -1.037
C -3.249 -5.732 1.982
C -4.606 -3.720 0.159
H 0.743 -4.982 -5.070
H -0.332 -3.805 -4.284
H -0.220 -5.456 -3.655
H 3.545 -5.503 -3.856
H 2.713 -6.297 -2.510
H 3.881 -5.010 -2.192
H 2.837 -2.571 -4.628
H 3.239 -2.069 -2.979
H 1.649 -1.681 -3.659
H 1.741 -3.375 -0.542
H 0.739 -4.814 -0.817
H -1.689 -2.815 1.330
H -0.687 -4.215 0.980
H -2.011 -6.621 -0.823
H -2.495 -5.331 -1.924
H -3.716 -6.442 -1.269
H -2.358 -6.325 2.208
H -4.099 -6.415 1.893
H -3.428 -5.073 2.837
H -4.752 -3.463 -0.894
H -4.576 -2.782 0.720
H -5.480 -4.285 0.495
```


3.
C44H57NiOPS2 | ωB97M-V/def2-TZVPD

- F_max (eV/Å) = 1.89
- spin multiplicity = 3
- HOMO-LUMO gap (alpha / beta) (eV) = 6.5 / 6.2

The geometry in XYZ format:
```
106
C44H57NiOPS2 (ωB97M-V/def2-TZVPD)
Ni 0.027 -0.615 -0.013
C 1.632 -1.297 1.620
C 0.305 -1.499 2.103
C -0.345 -2.414 1.167
C 0.618 -2.693 0.156
C 1.862 -2.073 0.471
C 3.204 -2.506 -0.061
C 4.308 -1.510 0.309
C 3.155 -2.701 -1.579
C 3.520 -3.852 0.615
C -1.608 -3.268 1.264
C -2.882 -2.426 1.138
C -1.665 -4.295 0.120
C -1.595 -4.071 2.572
C -0.008 -0.977 3.502
C 0.448 -2.015 4.544
C 0.802 0.309 3.768
C -1.478 -0.622 3.731
H 2.397 -0.757 2.147
H 0.493 -3.404 -0.641
H 4.013 -0.497 0.057
H 5.230 -1.754 -0.218
H 4.513 -1.546 1.376
H 2.813 -1.787 -2.051
H 2.455 -3.490 -1.840
H 4.136 -2.968 -1.970
H 3.543 -3.734 1.696
H 4.487 -4.223 0.281
H 2.760 -4.588 0.369
H -2.851 -1.907 0.182
H -2.962 -1.689 1.927
H -3.766 -3.063 1.169
H -1.670 -3.797 -0.845
H -2.585 -4.873 0.204
H -0.828 -4.988 0.166
H -1.809 -3.443 3.428
H -0.624 -4.541 2.713
H -2.352 -4.852 2.537
H 1.487 -2.290 4.373
H -0.148 -2.918 4.505
H 0.361 -1.590 5.542
H 1.827 0.083 4.049
H 0.357 0.873 4.585
H 0.813 0.945 2.888
H -2.108 -1.505 3.763
H -1.812 0.041 2.937
H -1.588 -0.104 4.683
C 5.248 4.232 -0.265
C 4.242 3.407 -1.006
C 3.084 3.969 -1.528
C 2.151 3.188 -2.189
C 2.389 1.835 -2.341
C 3.551 1.266 -1.851
C 4.472 2.047 -1.185
S 1.080 0.725 -2.943
C 2.082 -0.120 -4.261
O 0.993 -0.250 -1.828
H 4.864 5.224 -0.042
H 6.142 4.344 -0.876
H 5.539 3.743 0.663
H 2.905 5.026 -1.394
H 1.233 3.616 -2.563
H 3.718 0.208 -1.974
H 5.369 1.596 -0.784
H 3.100 0.253 -4.274
H 1.599 0.096 -5.208
H 2.068 -1.188 -4.073
S -2.026 -1.454 -2.315
C -3.711 -1.570 -2.745
C -4.044 -2.053 -4.015
C -5.362 -2.149 -4.408
C -6.387 -1.767 -3.556
C -6.067 -1.289 -2.296
C -4.751 -1.198 -1.891
H -3.254 -2.352 -4.689
H -5.597 -2.526 -5.394
H -7.418 -1.842 -3.869
H -6.848 -0.985 -1.614
H -4.532 -0.843 -0.896
C -2.978 1.191 0.376
P -1.155 1.323 0.197
C -1.220 2.522 -1.200
C -1.648 2.040 -2.433
C -1.807 2.889 -3.512
C -1.545 4.243 -3.378
C -1.127 4.734 -2.153
C -0.967 3.883 -1.072
C -0.752 2.494 1.541
C 0.538 3.022 1.530
C 0.941 3.927 2.491
C 0.071 4.292 3.507
C -1.207 3.763 3.533
C -1.620 2.870 2.558
H -3.415 2.181 0.503
H -3.237 0.539 1.205
H -3.358 0.750 -0.543
H -1.863 0.984 -2.530
H -2.140 2.488 -4.457
H -1.678 4.916 -4.212
H -0.924 5.788 -2.031
H -0.646 4.295 -0.129
H 1.212 2.711 0.741
H 1.935 4.344 2.448
H 0.389 4.987 4.270
H -1.893 4.049 4.318
H -2.623 2.476 2.605
```